Run one
Formula: C3H3FO2
Source: the OMol25 dataset
Level of theory: wB97M-V/def2-TZVPD

Positions of all 9 atoms, in Å:
1 O 3.07 1.09 -0.15
2 C 2.26 0.27 -0.18
3 F 2.53 -1.13 0.50
4 C 0.83 0.21 -0.46
5 C -0.13 -0.60 0.14
6 O 0.15 -0.79 -1.23
7 H 0.41 1.14 -0.67
8 H 0.12 -1.31 0.86
9 H -1.08 -0.17 0.24

Summary:
SMILES: O=C(F)[C@@H]1CO1
LUMO, Eh: 0.009
Gap between HOMO and LUMO, eV: 11.727
Net charge: 0

Run two
Formula: C3H3FO2
Source: the OMol25 dataset
Level of theory: wB97M-V/def2-TZVPD

Positions of all 9 atoms, in Å:
1 F 0.61 -0.85 -0.32
2 C -0.43 0.01 -0.58
3 C -0.07 1.35 -1.13
4 O 0.90 1.63 -0.39
5 H -1.15 -0.57 -1.16
6 H -1.27 0.69 -0.02
7 H -0.02 1.45 -2.23
8 O 0.55 -2.25 2.55
9 C 0.87 -1.45 3.28

Summary:
LUMO, Eh: -0.016
Gap between HOMO and LUMO, eV: 9.684
Net charge: 0

Relative energy of each structure, in kcal/mol: run one 0.0; run two 44.8.

Run one
Formula: C4H4O2S
Source: the OMol25 dataset
Level of theory: wB97M-V/def2-TZVPD

Positions of all 11 atoms, in Å:
1 C -0.68 -3.69 0.04
2 C -0.54 -2.54 -0.33
3 C 0.71 3.68 0.54
4 C 0.34 2.63 1.03
5 O -0.67 -0.51 -2.00
6 O 0.66 -0.31 0.10
7 S -0.84 -0.78 -0.54
8 H -0.88 -4.78 0.27
9 H 0.86 4.64 0.11
10 H 1.40 -0.17 -0.50
11 H -0.34 1.83 1.27

Summary:
LUMO, Eh: 0.006
Gap between HOMO and LUMO, eV: 10.693
Net charge: 0

Run two
Formula: C4H4O2S
Source: the OMol25 dataset
Level of theory: wB97M-V/def2-TZVPD

Positions of all 11 atoms, in Å:
1 O -0.65 -1.66 0.26
2 C -0.55 -1.34 -0.91
3 C 0.70 -0.38 -1.23
4 C 1.07 0.68 -0.43
5 S 0.99 0.92 1.30
6 C -0.68 0.86 1.81
7 O -1.71 0.52 1.16
8 H -1.58 -1.81 -1.60
9 H 1.26 -0.39 -2.32
10 H 1.77 1.23 -0.98
11 H -0.63 1.34 2.95

Summary:
SMILES: O=C/C=C\SC=O
LUMO, Eh: -0.010
Gap between HOMO and LUMO, eV: 9.315
Net charge: 0

Relative energy of each structure, in kcal/mol: run one 52.5; run two 0.0.

Run one
Formula: C17H17N5O2
Source: the OMol25 dataset
Level of theory: wB97M-V/def2-TZVPD

Positions of all 41 atoms, in Å:
1 C 6.79 2.44 3.31
2 C 5.48 2.23 2.64
3 C 4.34 1.96 3.39
4 C 3.12 1.74 2.78
5 C 3.01 1.79 1.39
6 C 1.74 1.57 0.67
7 O 1.50 1.98 -0.45
8 N 0.78 0.88 1.35
9 N -0.41 0.58 0.69
10 C -1.20 -0.42 1.15
11 O -0.93 -1.03 2.16
12 C -2.43 -0.67 0.29
13 C -2.40 -2.13 -0.21
14 N -3.56 -2.43 -0.99
15 N -4.61 -3.08 -0.48
16 N -5.53 -3.19 -1.34
17 C -5.13 -2.60 -2.50
18 C -5.75 -2.45 -3.74
19 C -5.05 -1.79 -4.72
20 C -3.76 -1.28 -4.49
21 C -3.12 -1.42 -3.28
22 C -3.83 -2.09 -2.28
23 C 4.14 2.08 0.64
24 C 5.36 2.29 1.25
25 H 7.18 1.49 3.67
26 H 6.68 3.10 4.17
27 H 7.52 2.87 2.63
28 H 4.41 1.92 4.47
29 H 2.25 1.55 3.40
30 H 0.93 0.31 2.18
31 H -0.47 1.06 -0.20
32 H -2.47 0.02 -0.55
33 H -3.31 -0.54 0.92
34 H -1.51 -2.30 -0.81
35 H -2.39 -2.80 0.65
36 H -6.74 -2.84 -3.91
37 H -5.49 -1.64 -5.69
38 H -3.25 -0.77 -5.30
39 H -2.13 -1.04 -3.11
40 H 4.04 2.14 -0.43
41 H 6.23 2.51 0.65

Summary:
SMILES: Cc1ccc(C(=O)NNC(=O)CCn2nnc3ccccc32)cc1
LUMO, Eh: 0.017
Gap between HOMO and LUMO, eV: 9.480
Net charge: 0

Run two
Formula: C17H17N5O2
Source: the OMol25 dataset
Level of theory: wB97M-V/def2-TZVPD

Positions of all 41 atoms, in Å:
1 C 3.59 -2.02 -3.69
2 O 2.80 -1.74 -2.56
3 C 3.12 -0.68 -1.78
4 C 4.22 0.15 -1.98
5 C 4.47 1.20 -1.11
6 C 3.63 1.43 -0.03
7 C 2.52 0.61 0.18
8 C 1.66 0.86 1.31
9 N 0.65 0.12 1.55
10 N -0.13 0.38 2.61
11 C -1.26 -0.34 2.88
12 O -1.93 -0.13 3.86
13 C -1.57 -1.42 1.83
14 C -2.85 -2.17 2.19
15 N -1.68 -0.81 0.53
16 N -1.06 -1.33 -0.54
17 N -1.29 -0.63 -1.57
18 C -2.09 0.41 -1.23
19 C -2.62 1.47 -1.97
20 C -3.40 2.37 -1.30
21 C -3.66 2.26 0.07
22 C -3.15 1.23 0.83
23 C -2.35 0.31 0.16
24 C 2.28 -0.45 -0.70
25 H 4.62 -2.27 -3.42
26 H 3.59 -1.18 -4.40
27 H 3.13 -2.88 -4.17
28 H 4.90 -0.01 -2.81
29 H 5.32 1.84 -1.27
30 H 3.83 2.25 0.64
31 H 1.91 1.71 1.95
32 H 0.10 1.14 3.25
33 H -0.72 -2.11 1.77
34 H -2.74 -2.62 3.18
35 H -3.69 -1.49 2.22
36 H -3.04 -2.95 1.46
37 H -2.42 1.55 -3.03
38 H -3.84 3.20 -1.84
39 H -4.28 3.00 0.55
40 H -3.35 1.15 1.89
41 H 1.42 -1.08 -0.56

Summary:
SMILES: COc1cccc(/C=N/NC(=O)[C@@H](C)n2nnc3ccccc32)c1
LUMO, Eh: 0.009
Gap between HOMO and LUMO, eV: 8.779
Net charge: 0

Relative energy of each structure, in kcal/mol: run one 0.0; run two 27.1.

Run one
Formula: C3H8NS2
Source: the OMol25 dataset
Level of theory: wB97M-V/def2-TZVPD

Positions of all 14 atoms, in Å:
1 S -0.44 -2.50 -0.18
2 C 0.60 -0.97 -0.60
3 N 0.60 -0.18 0.62
4 C -0.01 1.14 0.34
5 C -1.18 0.87 -0.63
6 S -0.27 0.11 -2.01
7 H 0.35 -3.42 -0.81
8 H 1.58 -1.21 -1.15
9 H 1.47 0.11 0.99
10 H 0.10 -0.57 1.41
11 H 0.91 1.79 0.01
12 H -0.29 1.66 1.30
13 H -1.73 -0.03 -0.19
14 H -1.58 1.80 -0.82

Summary:
SMILES: S[C@@H]1[NH2+]CCS1
LUMO, Eh: -0.135
Gap between HOMO and LUMO, eV: 9.609
Net charge: +1

Run two
Formula: C3H8NS2
Source: the OMol25 dataset
Level of theory: wB97M-V/def2-TZVPD

Positions of all 14 atoms, in Å:
1 C 0.90 -0.53 0.65
2 C -1.65 -2.43 -0.76
3 C 1.51 1.64 -0.33
4 N 1.12 1.02 0.96
5 S 0.12 -1.50 1.94
6 S -1.10 -1.05 0.33
7 H -1.86 -1.97 -1.72
8 H -2.38 -3.13 -0.37
9 H -0.76 -3.13 -0.92
10 H 2.01 0.88 -0.88
11 H 0.66 1.82 -1.02
12 H 2.13 2.49 -0.08
13 H 0.43 1.49 1.58
14 H 1.90 0.74 1.56

Summary:
LUMO, Eh: -0.158
Gap between HOMO and LUMO, eV: 8.734
Net charge: +1

Relative energy of each structure, in kcal/mol: run one 0.0; run two 49.7.

Run one
Formula: C10H40O10
Source: the OMol25 dataset
Level of theory: wB97M-V/def2-TZVPD

Positions of all 60 atoms, in Å:
1 C -1.49 2.24 -1.01
2 O -0.53 2.28 0.03
3 H -2.32 1.60 -0.71
4 H -1.97 3.19 -1.25
5 H -1.09 1.95 -1.98
6 H 0.10 2.96 -0.20
7 C 1.78 -2.25 3.20
8 O 1.45 -2.65 4.52
9 H 1.44 -2.97 2.45
10 H 1.16 -1.36 3.06
11 H 2.86 -2.11 3.23
12 H 1.90 -2.12 5.19
13 C -1.92 0.76 -4.65
14 O -1.87 -0.13 -3.55
15 H -0.92 1.02 -5.00
16 H -2.44 0.34 -5.51
17 H -2.42 1.68 -4.35
18 H -1.27 -0.86 -3.73
19 C -0.71 -1.22 -0.31
20 O -0.45 -0.36 0.80
21 H -0.41 -2.23 -0.01
22 H -1.74 -1.22 -0.66
23 H -0.01 -0.87 -1.07
24 H -0.30 0.54 0.49
25 C -0.13 1.57 3.57
26 O 0.74 2.72 3.74
27 H -0.76 1.67 2.68
28 H 0.51 0.70 3.43
29 H -0.67 1.46 4.51
30 H 0.27 3.53 3.96
31 C -4.93 -0.36 -1.42
32 O -4.43 0.38 -2.56
33 H -4.46 -0.13 -0.46
34 H -6.00 -0.14 -1.35
35 H -4.90 -1.43 -1.62
36 H -3.52 0.09 -2.67
37 C -2.00 -2.38 3.16
38 O -2.11 -1.04 2.79
39 H -1.64 -2.42 4.19
40 H -2.89 -2.96 2.93
41 H -1.24 -2.74 2.46
42 H -1.34 -0.84 2.25
43 C 3.43 -2.01 -1.79
44 O 4.16 -0.78 -1.68
45 H 3.40 -2.41 -2.80
46 H 3.76 -2.77 -1.07
47 H 2.42 -1.79 -1.42
48 H 5.10 -0.96 -1.72
49 C 1.66 1.31 -2.89
50 O 2.99 1.05 -3.27
51 H 1.27 2.23 -3.33
52 H 1.02 0.46 -3.11
53 H 1.71 1.40 -1.81
54 H 3.26 0.21 -2.90
55 C 2.81 1.24 1.20
56 O 2.97 1.44 2.61
57 H 3.00 2.11 0.57
58 H 3.58 0.53 0.88
59 H 1.82 0.81 1.02
60 H 2.30 2.06 2.91

Summary:
SMILES: CO.CO.CO.CO.CO.CO.CO.CO.CO.CO
LUMO, Eh: 0.008
Gap between HOMO and LUMO, eV: 9.765
Net charge: 0

Run two
Formula: C10H40O10
Source: the OMol25 dataset
Level of theory: wB97M-V/def2-TZVPD

Positions of all 60 atoms, in Å:
1 C 0.01 3.24 -2.48
2 O -0.90 2.07 -2.52
3 H 1.02 2.91 -2.38
4 H -0.09 3.72 -3.49
5 H -0.32 4.00 -1.72
6 H -1.72 2.21 -1.99
7 C 2.24 -2.74 1.59
8 O 2.34 -1.31 1.40
9 H 2.67 -2.99 2.56
10 H 1.14 -2.96 1.62
11 H 2.69 -3.23 0.73
12 H 2.82 -0.86 2.10
13 C -1.78 -0.40 3.05
14 O -1.58 0.93 2.63
15 H -2.84 -0.63 2.84
16 H -1.15 -1.17 2.50
17 H -1.48 -0.28 4.11
18 H -1.92 0.99 1.71
19 C -3.70 -1.20 -0.52
20 O -2.67 -0.31 0.02
21 H -3.68 -1.17 -1.60
22 H -3.46 -2.21 -0.27
23 H -4.61 -0.83 -0.06
24 H -1.77 -0.83 0.10
25 C 1.86 -0.31 4.86
26 O 2.79 0.11 3.87
27 H 2.33 -1.01 5.51
28 H 1.48 0.56 5.36
29 H 0.98 -0.83 4.40
30 H 2.37 0.89 3.49
31 C 0.37 -0.98 -1.20
32 O -0.19 -1.07 0.13
33 H -0.43 -1.08 -1.92
34 H 0.75 0.00 -1.35
35 H 1.10 -1.80 -1.38
36 H 0.52 -0.95 0.74
37 C 6.32 0.12 -2.47
38 O 5.96 1.06 -3.44
39 H 5.62 0.08 -1.57
40 H 6.56 -0.87 -2.89
41 H 7.27 0.54 -2.00
42 H 6.68 1.04 -4.06
43 C -3.45 -3.48 -4.29
44 O -2.34 -3.64 -3.32
45 H -3.49 -4.34 -4.96
46 H -4.33 -3.61 -3.70
47 H -3.37 -2.58 -4.87
48 H -1.66 -3.19 -3.77
49 C 1.51 1.95 1.14
50 O 1.03 2.09 2.45
51 H 1.49 0.91 0.84
52 H 0.94 2.47 0.35
53 H 2.53 2.31 1.06
54 H 0.16 1.62 2.60
55 C -4.02 3.12 0.19
56 O -2.85 2.44 -0.24
57 H -4.80 2.78 -0.50
58 H -4.28 2.99 1.22
59 H -3.79 4.18 -0.03
60 H -2.91 1.49 -0.21

Summary:
SMILES: CO.CO.CO.CO.CO.CO.CO.CO.CO.CO
LUMO, Eh: 0.023
Gap between HOMO and LUMO, eV: 10.386
Net charge: 0

Relative energy of each structure, in kcal/mol: run one 6.0; run two 0.0.

Run one
Formula: C6H11N
Source: the OMol25 dataset
Level of theory: wB97M-V/def2-TZVPD

Positions of all 18 atoms, in Å:
1 C -0.85 -0.73 -1.97
2 C 0.26 0.27 -1.61
3 C -0.05 1.28 -0.56
4 C -0.36 0.99 0.88
5 C -0.34 -0.45 1.38
6 N 0.75 -1.26 0.94
7 C 0.96 -0.67 2.23
8 H -0.91 -1.41 -1.12
9 H -0.51 -1.35 -2.81
10 H -1.86 -0.37 -2.17
11 H 1.05 -0.39 -1.23
12 H 0.74 0.76 -2.46
13 H 0.82 1.22 0.37
14 H -0.39 2.25 -0.92
15 H -0.67 1.77 1.57
16 H -1.21 -0.75 1.98
17 H 1.42 0.29 2.51
18 H 1.16 -1.45 2.99

Summary:
LUMO (spin up / spin down), Eh: 0.160 / 0.158
Spin multiplicity: 2
Gap between HOMO and LUMO (spin up / spin down), eV: 5.565 / 5.842
Net charge: -1

Run two
Formula: C6H11N
Source: the OMol25 dataset
Level of theory: wB97M-V/def2-TZVPD

Positions of all 18 atoms, in Å:
1 C -1.67 1.53 2.52
2 C -1.40 1.10 1.03
3 C -0.37 0.41 0.58
4 N -0.29 -0.16 -0.70
5 C 0.15 -1.43 -1.03
6 C 2.29 -0.32 -1.09
7 C 1.53 -1.34 -1.60
8 H -2.75 1.40 2.55
9 H -1.24 0.86 3.25
10 H -1.21 2.57 2.72
11 H -2.07 1.46 0.17
12 H 0.39 0.10 1.32
13 H -0.85 0.55 -1.34
14 H -0.61 -1.69 -1.68
15 H 0.16 -2.29 -0.31
16 H 1.95 0.23 -0.21
17 H 3.21 0.09 -1.59
18 H 1.89 -1.93 -2.45

Summary:
LUMO (spin up / spin down), Eh: 0.145 / 0.144
Spin multiplicity: 2
Gap between HOMO and LUMO (spin up / spin down), eV: 2.488 / 7.741
Net charge: -1

Run three
Formula: C6H11N
Source: the OMol25 dataset
Level of theory: wB97M-V/def2-TZVPD

Positions of all 18 atoms, in Å:
1 C 1.99 0.39 -2.17
2 C 1.39 -0.38 -0.99
3 N -0.02 -0.85 1.55
4 C -0.66 -0.15 0.51
5 C -0.01 0.06 -0.69
6 C -2.64 0.19 2.03
7 C -1.91 0.43 0.85
8 H 3.08 0.27 -2.22
9 H 1.56 0.04 -3.11
10 H 1.75 1.46 -2.11
11 H 2.04 -0.33 -0.11
12 H 1.43 -1.44 -1.27
13 H 0.98 -0.85 1.51
14 H -0.41 -0.65 2.46
15 H -0.61 0.48 -1.49
16 H -3.16 0.92 2.64
17 H -2.56 -0.80 2.48
18 H -2.24 1.21 0.15

Summary:
LUMO (spin up / spin down), Eh: 0.150 / 0.147
Spin multiplicity: 2
Gap between HOMO and LUMO (spin up / spin down), eV: 3.960 / 6.098
Net charge: -1

Run four
Formula: C6H11N
Source: the OMol25 dataset
Level of theory: wB97M-V/def2-TZVPD

Positions of all 18 atoms, in Å:
1 C 1.56 0.84 0.63
2 N 2.14 -1.37 -1.74
3 C 1.24 -0.28 -1.58
4 C 0.62 0.03 -0.32
5 C -0.76 -0.14 -0.13
6 C -1.55 0.61 0.71
7 C -2.83 0.06 1.32
8 H 1.24 1.70 1.21
9 H 2.49 1.14 0.14
10 H 1.96 0.14 1.36
11 H 2.79 -1.28 -2.52
12 H 2.59 -1.86 -0.99
13 H 0.70 0.03 -2.47
14 H -1.28 -0.73 -0.94
15 H -1.28 1.61 1.01
16 H -2.73 -0.75 2.07
17 H -3.37 -0.57 0.58
18 H -3.54 0.82 1.67

Summary:
LUMO (spin up / spin down), Eh: 0.160 / 0.157
Spin multiplicity: 2
Gap between HOMO and LUMO (spin up / spin down), eV: 4.826 / 5.150
Net charge: -1

Relative energy of each structure, in kcal/mol: run one 93.1; run two 64.7; run three 0.0; run four 36.4.

Run one
Formula: C6H11N
Source: the OMol25 dataset
Level of theory: wB97M-V/def2-TZVPD

Positions of all 18 atoms, in Å:
1 C -1.32 -0.79 0.29
2 C -0.51 0.45 -0.04
3 C -0.73 1.79 0.17
4 N -2.06 2.17 0.43
5 C 0.73 0.04 -0.68
6 C 1.67 -0.82 0.24
7 C 2.60 -1.67 -0.23
8 H -1.86 -0.85 1.36
9 H -2.10 -0.90 -0.55
10 H -0.57 -1.65 0.37
11 H -0.13 2.68 -0.13
12 H -2.37 1.92 1.29
13 H -2.73 1.74 -0.19
14 H 1.38 0.90 -1.00
15 H 0.45 -0.24 -1.63
16 H 1.45 -0.65 1.24
17 H 3.38 -2.19 0.35
18 H 2.72 -1.93 -1.30

Summary:
LUMO (spin up / spin down), Eh: 0.156 / 0.150
Spin multiplicity: 2
Gap between HOMO and LUMO (spin up / spin down), eV: 2.743 / 8.262
Net charge: -1

Run two
Formula: C6H11N
Source: the OMol25 dataset
Level of theory: wB97M-V/def2-TZVPD

Positions of all 18 atoms, in Å:
1 C -1.33 0.84 -1.42
2 C -0.67 1.59 -0.27
3 C 0.68 1.13 0.05
4 C 0.75 -0.38 0.50
5 C 1.20 -1.20 -0.42
6 C 0.15 -1.97 2.03
7 N 0.48 -0.77 1.92
8 H -0.53 0.26 -1.83
9 H -1.92 -0.02 -1.14
10 H -1.99 1.40 -2.06
11 H -0.72 2.68 -0.44
12 H -1.38 1.36 0.62
13 H 1.37 1.11 -0.88
14 H 1.26 1.83 0.79
15 H 1.73 -2.11 -0.15
16 H 1.15 -0.73 -1.46
17 H -0.37 -2.28 2.96
18 H 0.13 -2.73 1.21

Summary:
LUMO (spin up / spin down), Eh: 0.154 / 0.151
Spin multiplicity: 2
Gap between HOMO and LUMO (spin up / spin down), eV: 3.718 / 7.771
Net charge: -1

Relative energy of each structure, in kcal/mol: run one 22.6; run two 0.0.

Run one
Formula: C3H5ClO2
Source: the OMol25 dataset
Level of theory: wB97M-V/def2-TZVPD

Positions of all 11 atoms, in Å:
1 C 1.24 0.05 -0.33
2 C 0.14 -0.83 -0.22
3 C -1.63 0.40 -0.14
4 O 0.59 -0.71 -1.43
5 O 0.10 -2.04 0.46
6 Cl -2.85 -0.48 0.75
7 H 1.12 1.16 -0.40
8 H 2.29 -0.10 -0.16
9 H -2.00 0.77 -1.09
10 H -1.14 1.19 0.37
11 H -0.72 -2.60 0.22

Summary:
LUMO, Eh: 0.029
Gap between HOMO and LUMO, eV: 9.614
Net charge: 0

Run two
Formula: C3H5ClO2
Source: the OMol25 dataset
Level of theory: wB97M-V/def2-TZVPD

Positions of all 11 atoms, in Å:
1 O 1.51 1.58 -0.08
2 C 0.33 1.31 0.18
3 C -0.23 0.04 -0.37
4 Cl -1.92 -0.07 0.00
5 C 0.50 -1.20 0.28
6 O 1.81 -1.30 -0.12
7 H -0.07 1.93 1.01
8 H -0.01 -0.07 -1.47
9 H -0.08 -2.15 -0.05
10 H 0.39 -1.07 1.40
11 H 2.23 -0.45 0.20

Summary:
SMILES: O=C[C@H](Cl)CO
LUMO, Eh: 0.007
Gap between HOMO and LUMO, eV: 10.539
Net charge: 0

Relative energy of each structure, in kcal/mol: run one 66.8; run two 0.0.